Entry 1:
Molecular formula: C6H11ClCuLuN3
Method: DFT, ωB97M-V/def2-TZVPD

As for the lowest unoccupied orbital energy (spin up / spin down): 4.695 / 4.589 eV. Its calculated total energy is -3735.539972 a.u. The spin multiplicity is 2. Its HOMO-LUMO gap (spin up / spin down) is 4.6 / 4.6 eV. The HOMO energy (spin up / spin down) is 0.08 / -0.05 eV. The total charge is -2.

XYZ file:
```
23
Properties=species:S:1:pos:R:3:forces:R:3:lowdin_spin:R:1
Lu 0.554648 -0.262983 -2.431076 -0.25 0.73 1.71 0.00
Cl 1.197550 1.956872 -1.805075 0.10 0.52 0.17 0.00
C -0.843577 0.160363 -4.130686 -0.76 -0.15 -0.30 0.00
C 2.474882 -0.607901 -3.525652 0.75 -0.56 -0.07 0.00
H -0.616522 -0.512310 -4.963467 -0.06 -0.08 -0.22 0.00
H -1.847873 -0.113650 -3.762501 -0.05 -0.01 -0.15 0.00
H -0.937000 1.175273 -4.531903 0.17 -0.07 0.11 0.00
H 2.346328 -1.203167 -4.432409 0.13 -0.16 -0.20 0.00
H 3.086797 -1.207110 -2.826962 0.09 -0.09 -0.13 0.00
H 3.091711 0.265622 -3.768244 -0.28 -0.01 0.01 0.00
Cu -0.655049 0.002531 1.504538 -0.10 -1.11 -1.01 0.30
C -1.692496 1.369438 0.671893 -0.07 0.85 -0.58 0.01
C -0.394017 -1.848688 1.588188 0.65 -0.50 -0.72 0.53
H -1.998578 1.015587 -0.320659 -0.28 0.33 -0.09 0.00
H -2.574564 1.561772 1.294569 -0.08 0.18 -0.12 0.00
H -1.077811 2.271944 0.557671 -0.35 0.16 -0.08 0.00
H 0.536174 -2.217246 2.097248 -1.03 -0.49 -0.37 0.05
H -1.242222 -2.535169 1.352115 0.88 -0.14 0.54 0.06
N 0.107375 0.400383 3.210758 0.86 0.76 3.04 0.03
C 0.201211 0.505857 4.380839 -0.56 -0.52 -2.24 0.01
N 0.255290 0.742931 5.646909 0.10 0.00 1.13 0.00
C 0.074064 -0.140248 6.605172 0.08 -0.32 0.90 0.00
N -0.046327 -0.780099 7.588735 0.09 0.68 -1.31 0.00
```
Positions in Å, forces in eV/Å.

***

Entry 2:
Molecular formula: C3H7NO2
Method: DFT, ωB97M-V/def2-TZVPD

As for the lowest unoccupied orbital energy (spin up / spin down): -1.051 / -1.066 eV. Its calculated total energy is -323.557208 a.u. Its HOMO-LUMO gap (spin up / spin down) is 6.9 / 6.3 eV. The HOMO energy (spin up / spin down) is -7.98 / -7.32 eV. The value obtained for the relative energy (zero: lowest compared OMol25 entry of this formula, charge and spin) is 6.089 eV.

XYZ file:
```
13
Properties=species:S:1:pos:R:3:forces:R:3:lowdin_charge:R:1
C 1.101707 -1.297602 -0.579540 -1.16 0.05 -0.93 0.01
C 0.288988 -0.743246 0.573175 4.15 0.61 3.64 -0.59
O -0.112512 -1.756084 1.422503 -0.46 0.77 -0.74 0.07
O 0.524918 0.395223 1.065469 -0.61 -2.81 -1.28 0.03
H -0.261025 -1.333842 2.285838 -0.11 -0.03 -0.18 0.13
H 2.136563 -1.442907 -0.265855 -0.18 0.16 0.19 0.10
H 0.689195 -2.251842 -0.910428 0.09 0.06 0.06 0.09
H 1.053108 -0.596604 -1.414021 0.23 -0.04 0.06 0.09
C -1.074487 2.242181 -0.575039 -1.33 -0.19 0.41 -0.17
N -1.504161 1.181330 -0.040824 2.35 -3.29 -0.57 -0.02
H -0.911343 0.031624 -0.049765 -3.41 4.50 -0.27 0.17
H -1.533851 2.658649 -1.480147 0.40 0.00 -0.50 0.05
H -0.397101 2.913121 -0.031365 0.06 0.21 0.11 0.06
```
Positions in Å, forces in eV/Å.

***

Entry 3:
Molecular formula: C4H9NaO2P
Method: DFT, ωB97M-V/def2-TZVPD

As for the lowest unoccupied orbital energy: -4.362 eV. Its calculated total energy is -811.762004 a.u. Its HOMO-LUMO gap is 8.1 eV. The HOMO energy is -12.45 eV. The total charge is +1.

XYZ file:
```
17
Properties=species:S:1:pos:R:3:forces:R:3:lowdin_charge:R:1
C 1.872626 0.253215 0.347974 -0.02 -0.08 -0.01 -0.16
C 1.257884 -0.775286 -0.608674 0.07 0.04 -0.04 -0.49
P -0.141124 -1.715794 0.148637 0.02 0.05 0.20 0.94
C -1.650083 -0.607215 -0.127099 0.12 0.01 -0.04 -0.30
C -1.388639 0.825892 0.185034 -0.21 -0.17 -0.22 -0.58
O -1.596246 1.329622 1.271028 0.05 0.32 0.65 0.01
O -0.965543 1.609261 -0.806761 0.48 0.18 0.24 0.13
H 2.893313 0.487081 0.049115 -0.01 0.06 0.00 0.08
H 1.906205 -0.149770 1.362027 0.05 0.01 0.00 0.07
H 1.314151 1.190086 0.372021 0.00 -0.02 0.01 0.05
H 2.003368 -1.548581 -0.811832 -0.04 -0.02 -0.02 0.07
H 1.030781 -0.336686 -1.586336 0.00 -0.04 0.00 0.07
H -0.408554 -2.573998 -0.936733 -0.02 0.02 -0.05 -0.05
H -2.024476 -0.688397 -1.146204 0.05 -0.02 -0.01 0.10
H -2.405568 -0.962361 0.569981 -0.05 0.00 -0.04 0.09
H -0.434695 1.115564 -1.448308 -0.36 -0.09 -0.21 0.11
Na -1.263401 2.547366 3.166131 -0.12 -0.24 -0.44 0.87
```
Positions in Å, forces in eV/Å.